1.
{"formula": "C4H7N", "method": "the ωB97M-V functional and the def2-TZVPD basis", "elements": ["N", "C", "C", "C", "C", "H", "H", "H", "H", "H", "H", "H"], "coordinates": [[1.833, 1.071, 1.224], [1.164, 0.118, 0.494], [-0.162, 0.086, 0.309], [-0.811, -0.883, -0.583], [-1.939, -0.621, -1.241], [2.829, 1.016, 1.315], [1.384, 1.952, 1.391], [1.755, -0.682, 0.059], [-0.828, 0.801, 0.774], [-0.373, -1.878, -0.708], [-2.434, -1.334, -1.881], [-2.417, 0.353, -1.153]], "forces_ev_per_angstrom": [[0.2, -0.4, 0.0], [-0.5, 0.0, 0.2], [0.0, -0.5, -0.4], [-0.1, -0.2, -0.1], [-0.1, 0.3, 0.2], [-0.1, 0.2, -0.1], [0.1, 0.0, 0.1], [0.2, 0.2, 0.1], [0.1, 0.3, 0.0], [0.1, 0.3, 0.0], [0.1, -0.2, 0.0], [0.0, -0.1, 0.0]], "smiles": "C=C/C=C/N", "spin_multiplicity": 1, "de_lowest_ev": 0.999, "homo_ev": -7.5974, "total_energy_ha": -211.3239, "lumo_ev": 1.13, "largest_force_ev_per_a": 0.59}

2.
{"formula": "H4O2", "method": "the ωB97M-V functional and the def2-TZVPD basis", "elements": ["H", "H", "H", "H", "O", "O"], "coordinates": [[1.476, -0.919, 0.157], [1.544, 0.688, 0.370], [-0.861, -0.506, 0.029], [-1.663, 0.886, -0.158], [1.227, -0.023, -0.256], [-1.723, -0.126, -0.142]], "forces_ev_per_angstrom": [[-0.3, 2.3, -0.8], [-0.4, -1.4, -0.9], [0.5, 0.6, -0.1], [0.4, -2.5, 0.1], [0.9, -0.9, 1.8], [-1.0, 2.0, 0.0]], "smiles": "O.O", "spin_multiplicity": 1, "de_lowest_ev": 0.337, "homo_ev": -10.9565, "total_energy_ha": -152.8625, "lumo_ev": 0.56, "largest_force_ev_per_a": 2.55}

Copy entry 1 word for word.
{"formula": "C4H7N", "method": "the ωB97M-V functional and the def2-TZVPD basis", "elements": ["N", "C", "C", "C", "C", "H", "H", "H", "H", "H", "H", "H"], "coordinates": [[1.833, 1.071, 1.224], [1.164, 0.118, 0.494], [-0.162, 0.086, 0.309], [-0.811, -0.883, -0.583], [-1.939, -0.621, -1.241], [2.829, 1.016, 1.315], [1.384, 1.952, 1.391], [1.755, -0.682, 0.059], [-0.828, 0.801, 0.774], [-0.373, -1.878, -0.708], [-2.434, -1.334, -1.881], [-2.417, 0.353, -1.153]], "forces_ev_per_angstrom": [[0.2, -0.4, 0.0], [-0.5, 0.0, 0.2], [0.0, -0.5, -0.4], [-0.1, -0.2, -0.1], [-0.1, 0.3, 0.2], [-0.1, 0.2, -0.1], [0.1, 0.0, 0.1], [0.2, 0.2, 0.1], [0.1, 0.3, 0.0], [0.1, 0.3, 0.0], [0.1, -0.2, 0.0], [0.0, -0.1, 0.0]], "smiles": "C=C/C=C/N", "spin_multiplicity": 1, "de_lowest_ev": 0.999, "homo_ev": -7.5974, "total_energy_ha": -211.3239, "lumo_ev": 1.13, "largest_force_ev_per_a": 0.59}